Entry 1:
Molecular formula: C33H50ClIrP
Method: DFT, ωB97M-V with the def2-TZVPD basis set

Structure (XYZ):
```
86
Properties=species:S:1:pos:R:3:forces:R:3
Ir -0.1576 0.0094 0.2935 -0.27 -2.94 0.47
Cl 0.8819 0.2282 2.4275 0.53 0.70 1.27
P 2.0037 -0.4065 -0.4749 1.39 0.18 0.03
C -1.7578 -0.7172 1.4717 -1.49 -0.05 -0.37
H -2.0438 -1.7172 1.0995 0.11 0.52 0.45
H -1.6492 -0.5917 2.5606 0.05 -0.16 -0.61
C 2.3219 -0.4218 -2.3420 -0.20 0.15 0.57
C 2.5720 -2.0558 0.1956 0.10 0.32 -0.24
C 1.5845 -1.5901 -3.0060 0.10 -0.13 -0.13
H 1.8397 0.5152 -2.6633 0.03 -0.18 -0.04
C 1.6316 -1.4802 -4.5369 -0.01 0.14 0.04
H 2.0575 -2.5392 -2.7021 -0.11 0.26 -0.11
H 0.5460 -1.6234 -2.6327 0.31 -0.01 -0.28
C 3.0509 -1.2656 -5.0949 0.00 -0.10 0.03
H 1.2006 -2.3916 -4.9702 0.03 0.18 -0.02
H 0.9929 -0.6435 -4.8563 0.08 -0.11 0.11
C 3.8508 -0.1937 -4.3421 -0.20 -0.03 0.09
H 3.6037 -2.2164 -5.0669 -0.07 0.12 0.08
H 2.9825 -0.9758 -6.1513 0.03 -0.14 0.09
C 3.7825 -0.3702 -2.8208 0.06 -0.12 0.13
H 4.9037 -0.2222 -4.6573 -0.22 0.09 -0.04
H 3.4472 0.7968 -4.5992 0.11 -0.10 0.03
H 4.2838 -1.3091 -2.5449 -0.04 0.26 -0.12
H 4.3329 0.4476 -2.3378 -0.16 -0.26 -0.18
C 3.2299 0.8550 0.2444 -0.30 -0.48 0.12
C 3.7963 -2.7117 -0.4578 0.15 -0.07 0.13
H 2.8163 -1.8034 1.2443 -0.10 -0.06 -0.21
C 4.2514 -3.9038 0.3924 -0.13 -0.01 0.06
H 3.5329 -3.0607 -1.4681 0.07 0.05 0.27
H 4.6351 -2.0104 -0.5659 -0.27 -0.22 0.01
C 3.1226 -4.9152 0.6553 0.03 -0.05 -0.11
H 5.0955 -4.4055 -0.1025 -0.12 0.05 0.19
H 4.6141 -3.5186 1.3567 0.01 -0.04 -0.13
C 1.7922 -4.2704 1.0719 0.11 0.13 0.02
H 2.9652 -5.5169 -0.2509 0.00 0.11 0.06
H 3.4478 -5.6085 1.4401 -0.04 -0.03 -0.14
C 1.4165 -3.0610 0.2137 -0.04 -0.15 0.12
H 0.9868 -5.0122 1.0263 0.12 0.03 0.08
H 1.8640 -3.9333 2.1153 -0.02 -0.04 -0.10
H 1.1847 -3.3750 -0.8154 0.03 0.03 0.18
H 0.5075 -2.5782 0.5992 0.25 -0.22 -0.02
C 3.1681 2.2021 -0.4806 -0.02 0.04 -0.16
H 2.7993 0.9987 1.2512 0.11 -0.03 -0.34
C 3.9767 3.2735 0.2642 0.00 -0.17 0.12
H 3.5650 2.0944 -1.5021 -0.06 0.10 0.15
H 2.1211 2.5228 -0.5780 0.21 -0.07 0.04
C 5.4182 2.8322 0.5660 -0.03 -0.01 -0.07
H 3.9915 4.1957 -0.3302 -0.01 -0.08 0.14
H 3.4620 3.5045 1.2083 0.08 -0.06 -0.13
C 5.5065 1.4320 1.1888 -0.16 0.12 0.07
H 6.0095 2.8589 -0.3613 -0.11 -0.07 0.07
H 5.8830 3.5511 1.2508 0.01 -0.01 -0.13
C 4.6776 0.3870 0.4368 0.08 -0.03 -0.23
H 6.5560 1.1112 1.2241 -0.14 0.05 0.07
H 5.1447 1.4791 2.2264 0.05 0.00 -0.14
H 5.1317 0.1996 -0.5488 0.05 0.00 0.31
H 4.7103 -0.5566 0.9995 -0.02 0.22 -0.15
C -0.2845 1.4238 -0.9805 0.90 2.22 -2.47
C -2.2208 0.4468 0.7173 -0.20 -0.64 1.41
H 0.5019 1.4794 -1.7513 -0.36 0.21 0.24
C -2.6295 1.6496 1.5604 0.56 -0.40 0.03
H -2.8266 0.3130 -0.1857 0.24 -0.16 0.31
C -2.8465 2.9303 0.7755 0.14 0.14 0.46
H -3.5402 1.3840 2.1135 -0.05 0.05 -0.07
H -1.8377 1.7753 2.3097 -0.13 0.21 0.02
C -1.5889 3.3629 0.0261 -0.47 -0.24 -0.35
H -3.6756 2.7498 0.0815 0.08 0.24 -0.11
H -3.1590 3.7187 1.4680 -0.10 0.02 0.00
C -1.3419 2.4351 -1.1843 0.56 0.51 -0.63
H -1.6769 4.3983 -0.3172 -0.13 0.00 0.00
H -0.7138 3.3253 0.6828 -0.10 -0.06 0.05
H -2.2672 1.9435 -1.5105 -0.30 0.17 0.16
H -1.0194 3.0386 -2.0490 -0.22 0.09 0.12
C -0.8475 -1.1779 -1.0767 1.44 0.90 0.19
C -1.9308 -1.6919 -1.4601 -3.88 -1.45 -1.11
C -3.2722 -2.0595 -1.7004 3.28 0.74 0.39
C -3.8428 -3.2073 -1.0798 -1.36 -0.87 0.59
C -5.2202 -3.4002 -1.1190 1.21 -0.39 0.20
C -6.0449 -2.5300 -1.8453 -0.73 0.04 0.08
C -5.4774 -1.4534 -2.5407 0.94 0.48 -0.36
C -4.1035 -1.2328 -2.5115 -1.48 0.57 -0.61
H -3.1927 -3.8970 -0.5319 -0.28 0.33 -0.13
H -5.6627 -4.2370 -0.5739 0.15 0.17 -0.20
H -7.1265 -2.6876 -1.8595 0.36 0.07 -0.01
H -6.1205 -0.7748 -3.1083 0.22 -0.23 0.12
H -3.6570 -0.4044 -3.0743 -0.18 -0.32 0.35
```
Forces are in eV/Å.

Summary:
- DFT total energy (hartree) = -2193.16215
- 2S+1 = 5
- charge = -1
- highest occupied orbital energy (alpha / beta) (eV) = -1.3 / -4.7
- LUMO energy (alpha / beta) (Ha) = 0.0956 / 0.0442
- ΔE to the lowest compared entry with this formula, charge and spin (kcal per mole) = 0.00
- max |F| (eV/Å) = 4.29
- orbital gap (alpha / beta) (Ha) = 0.14480 / 0.21711

=====

Entry 2:
Molecular formula: C33H51AsCl4F6N2O2Sb2SiSn
Method: DFT, ωB97M-V with the def2-TZVPD basis set

Structure (XYZ):
```
103
Properties=species:S:1:pos:R:3:forces:R:3
Sn -0.1177 -0.1144 0.7459 -0.07 0.18 -0.23
C 4.1054 1.5139 -0.6263 -0.04 0.02 0.03
Sb 3.4286 -0.2814 0.3259 0.04 -0.04 -0.04
C 4.7823 -0.0297 1.9766 0.00 -0.06 0.06
C 4.7888 -1.5222 -0.8342 -0.05 -0.04 -0.02
C 4.5651 -2.9856 -0.6261 0.02 0.07 0.03
C 5.2665 -3.6245 0.3982 0.01 -0.02 0.01
C 5.1084 -4.9729 0.6666 -0.01 0.00 0.01
C 4.2463 -5.7234 -0.1190 -0.01 0.01 0.00
C 3.5467 -5.1038 -1.1394 0.00 -0.03 0.00
C 3.6649 -3.7370 -1.4007 0.00 -0.01 -0.04
C 2.8225 -3.1441 -2.4863 0.01 0.01 0.05
Sb 0.8243 -2.5065 -1.8416 0.11 -0.08 0.04
C 0.2407 -4.4456 -1.1607 -0.04 -0.02 0.00
C 0.0425 -2.7587 -3.8300 -0.01 0.04 -0.05
H 5.1939 1.5485 -0.5720 0.01 0.01 -0.02
H 3.6867 2.3878 -0.1275 0.02 0.00 0.02
H 3.7805 1.5296 -1.6645 0.02 -0.02 0.02
H 5.7552 0.2792 1.5932 0.01 0.00 0.02
H 4.8875 -0.9499 2.5505 0.00 -0.01 -0.01
H 4.3837 0.7417 2.6353 0.01 0.00 0.01
H 5.7914 -1.2383 -0.5109 0.02 0.01 -0.05
H 4.6648 -1.2190 -1.8737 0.02 -0.01 -0.01
H 5.9592 -3.0373 0.9923 0.00 0.00 0.01
H 5.6569 -5.4340 1.4782 0.01 0.00 -0.01
H 4.1149 -6.7823 0.0632 0.00 0.00 0.00
H 2.8801 -5.6916 -1.7599 -0.02 0.00 0.02
H 2.6155 -3.8927 -3.2528 0.04 0.00 -0.02
H 3.2910 -2.2851 -2.9653 0.00 -0.01 -0.02
H 0.3222 -5.1627 -1.9789 0.01 -0.02 0.01
H -0.7840 -4.4080 -0.7949 0.00 0.01 -0.01
H 0.8776 -4.7465 -0.3309 -0.01 0.01 0.02
H 0.3041 -3.7548 -4.1886 -0.02 0.00 -0.03
H 0.4720 -2.0074 -4.4930 0.00 0.00 -0.01
H -1.0409 -2.6448 -3.8324 0.00 -0.01 0.01
Cl 1.8762 5.9117 -2.1029 0.00 -0.01 0.01
C 1.2546 4.7241 -1.0085 0.00 0.04 -0.03
C 0.7705 5.1040 0.2324 0.00 0.03 0.01
Cl 0.7920 6.7651 0.7149 0.01 -0.02 0.00
C 0.2526 4.1337 1.0973 -0.04 0.03 0.05
Cl -0.3845 4.5612 2.6524 0.01 0.00 -0.04
C 0.2173 2.7967 0.7323 -0.01 -0.10 -0.02
O -0.3071 1.8524 1.4898 -0.05 0.16 0.10
C 0.7463 2.3984 -0.5228 0.02 0.04 0.02
O 0.7044 1.1153 -0.8159 0.02 -0.02 -0.03
C 1.2358 3.3753 -1.3817 0.03 -0.06 -0.06
Cl 1.7827 2.8799 -2.9497 -0.06 0.03 0.03
C -2.6451 0.4251 -3.5332 -0.06 -0.03 0.01
C -3.0525 1.3909 -2.4099 0.09 0.00 -0.06
C -1.9540 2.4621 -2.3787 0.01 -0.01 0.02
C -4.3773 2.0665 -2.8006 0.01 0.01 -0.02
Si -3.1874 0.4687 -0.7154 -0.25 0.13 0.04
C -4.0883 -1.2293 -0.8970 0.11 -0.19 0.08
C -3.1459 -2.2435 -1.5760 0.02 0.07 -0.04
C -4.4520 -1.8133 0.4796 -0.03 0.09 0.03
C -5.3803 -1.1498 -1.7253 0.02 -0.04 -0.01
C -3.9794 1.5823 0.6577 0.10 -0.01 0.11
C -5.5126 1.6139 0.5457 0.00 0.03 -0.02
C -3.4745 3.0306 0.5841 -0.01 -0.01 -0.02
C -3.5992 1.0650 2.0569 -0.04 -0.01 -0.01
H -2.4356 1.0069 -4.4381 0.00 0.00 0.00
H -3.4264 -0.2929 -3.7824 -0.01 -0.01 0.01
H -1.7359 -0.1271 -3.2815 0.01 0.01 0.00
H -1.9632 3.0122 -3.3273 0.00 0.01 0.00
H -0.9790 1.9904 -2.2822 0.05 0.00 0.00
H -2.0643 3.1874 -1.5741 -0.01 -0.01 -0.01
H -4.2694 2.4865 -3.8082 -0.01 0.01 0.00
H -4.6251 2.8924 -2.1335 0.00 0.00 0.00
H -5.2266 1.3822 -2.8176 0.02 -0.03 0.00
H -2.1613 -2.2619 -1.1052 -0.04 -0.02 0.03
H -3.0178 -2.0395 -2.6380 0.01 0.03 0.00
H -3.5669 -3.2500 -1.4801 -0.01 0.00 -0.01
H -3.6211 -1.8006 1.1809 -0.02 -0.03 -0.05
H -4.7399 -2.8620 0.3533 -0.02 0.00 0.01
H -5.2979 -1.2963 0.9341 0.00 0.04 0.00
H -5.1998 -0.8530 -2.7588 0.01 0.01 0.00
H -6.1120 -0.4636 -1.2954 0.01 0.01 0.01
H -5.8379 -2.1464 -1.7501 -0.02 0.01 0.00
H -5.8546 1.9313 -0.4411 0.00 0.01 0.00
H -5.9012 2.3358 1.2743 -0.01 -0.01 0.01
H -5.9699 0.6508 0.7685 0.02 -0.03 -0.01
H -3.7968 3.5464 -0.3208 0.00 -0.01 0.00
H -2.3884 3.0888 0.6509 0.01 -0.01 0.01
H -3.8808 3.5843 1.4383 0.00 0.01 0.00
H -3.9098 0.0384 2.2374 -0.01 -0.01 0.00
H -4.0832 1.6970 2.8117 -0.01 0.00 -0.01
H -2.5239 1.1324 2.2248 0.00 0.02 -0.01
F -1.7575 -2.9716 1.0785 0.09 -0.05 0.03
As -1.1039 -3.4408 2.6305 0.03 -0.11 -0.10
F -2.7080 -3.6825 3.2348 0.02 0.01 0.04
F -1.1832 -1.7652 3.1385 0.00 -0.02 -0.02
F -0.4066 -3.8723 4.1534 -0.03 0.00 0.03
F 0.4955 -3.1589 1.9781 -0.02 0.01 -0.01
F -1.0434 -5.0854 2.0902 0.06 0.02 0.05
N 0.9302 0.1663 5.1019 0.01 -0.04 -0.04
C 1.6395 -1.0030 4.9381 -0.02 0.01 0.02
C 1.8717 -1.1015 3.6054 0.09 0.02 -0.03
N 1.3218 -0.0196 2.9546 -0.10 -0.01 0.02
C 0.7561 0.7175 3.8836 0.01 0.02 0.06
H 0.5511 0.5175 5.9617 -0.01 0.02 0.02
H 1.8718 -1.6573 5.7584 0.01 0.00 0.00
H 2.3767 -1.8867 3.0696 -0.06 -0.03 -0.01
H 0.2154 1.6318 3.7002 -0.01 -0.01 0.01
```
Forces are in eV/Å.

Summary:
- DFT total energy (hartree) = -7208.32981
- 2S+1 = 2
- charge = -1
- highest occupied orbital energy (alpha / beta) (eV) = -4.6 / -5.3
- LUMO energy (alpha / beta) (Ha) = 0.0848 / 0.0464
- ΔE to the lowest compared entry with this formula, charge and spin (kcal per mole) = 0.00
- max |F| (eV/Å) = 0.30
- orbital gap (alpha / beta) (Ha) = 0.25217 / 0.24146

=====

charge of number 1 (C33H50ClIrP)?
-1